The following is a quantum chemistry calculation of a structure of composition H10IO5 in a non-equilibrium geometry, from the OMol25 dataset.

For the frontier orbital gap, the calculation gives 8.4 eV. The energy above the lowest of the compared OMol25 structures with the same formula, charge and spin is 0.826 eV. The value obtained for the LUMO energy is 3.320 eV. The electronic energy is -18503.50477 eV. Its total charge is -1. The value obtained for the HOMO energy is -5.087 eV.

```
16
Properties=species:S:1:pos:R:3:forces:R:3
I 1.0791 0.0417 0.5856 -0.305 1.064 -0.711
O -0.3499 0.1267 -2.9416 1.777 0.030 3.120
H 0.0699 0.0849 -1.9697 -0.682 0.344 -2.731
H -1.1571 -0.3117 -2.7060 -0.991 -0.344 -0.254
O -2.2067 -1.8982 0.8419 -1.449 -1.924 -0.603
H -2.2593 -2.6044 0.1403 0.465 1.449 1.117
H -1.5500 -1.2617 0.6008 1.037 0.490 -0.462
O 1.3320 -2.6332 2.1265 1.897 -1.802 2.726
H 2.0268 -2.6403 2.8733 -1.688 -0.052 -1.803
H 1.3242 -1.7206 1.8574 -0.098 0.836 -0.370
O -1.8466 2.5543 1.3302 -0.039 -0.373 1.011
H -1.1535 1.8787 1.3500 0.387 -0.049 -0.704
H -2.1465 2.4490 2.2482 -0.264 0.379 -0.378
O 2.6171 2.2331 -2.1870 -0.627 -0.385 -0.118
H 1.8668 1.9781 -2.7422 0.191 0.292 -0.377
H 2.3538 1.7236 -1.4078 0.389 0.047 0.539
```
Positions in Å, forces in eV/Å.


The following is a quantum chemistry calculation of a structure of composition H10LiO5 in a non-equilibrium geometry, from the OMol25 dataset.

For the frontier orbital gap, the calculation gives 12.1 eV. The energy above the lowest of the compared OMol25 structures with the same formula, charge and spin is 1.337 eV. The value obtained for the LUMO energy is -3.342 eV. The electronic energy is -10600.66324 eV. Its total charge is +1. The value obtained for the HOMO energy is -15.447 eV.

```
16
Properties=species:S:1:pos:R:3:forces:R:3
Li 0.0929 -0.1535 -0.1627 0.041 -0.279 -0.235
O 1.6576 -0.1357 -1.5141 -0.622 0.737 1.329
H 1.8676 -0.7870 -2.1587 0.343 -0.775 -0.847
H 1.9053 0.7166 -1.8733 0.154 0.181 -0.244
O 0.0639 2.0655 1.3615 1.413 -1.797 -1.633
H 0.9102 1.7548 1.7154 -0.105 0.038 -0.246
H -0.2481 2.6027 2.0400 -1.234 1.647 1.769
O -1.4285 0.9816 -0.8553 -1.050 -1.849 -3.136
H -2.1643 1.4601 -1.2654 0.497 -0.059 0.477
H -1.1070 1.3952 -0.1182 0.522 2.826 3.063
O 0.3566 -1.0113 1.7470 1.717 -1.258 3.939
H 0.5631 -1.9663 1.5425 -0.288 1.353 0.321
H 0.6742 -0.9519 2.8141 -1.410 -0.102 -4.572
O -0.8827 -1.6105 -0.9162 -0.939 -3.611 -1.822
H -1.4645 -2.3226 -0.5125 0.892 1.488 -0.188
H -0.7963 -2.0378 -1.8439 0.071 1.459 2.024
```
Positions in Å, forces in eV/Å.


The following is a quantum chemistry calculation of a cluster of 4 separate species, H10NO3 in total in a non-equilibrium geometry, from the OMol25 dataset.

For the frontier orbital gap, the calculation gives 12.1 eV. The energy above the lowest of the compared OMol25 structures with the same formula, charge and spin is 0.786 eV. The value obtained for the LUMO energy is -3.363 eV. The electronic energy is -7788.89177 eV. Its total charge is +1. The value obtained for the HOMO energy is -15.491 eV.

```
14
Properties=species:S:1:pos:R:3:forces:R:3
N -0.9450 0.2705 -0.1914 -1.325 0.442 -1.042
H -1.0772 0.1559 -1.2337 0.952 0.612 0.783
H -1.9036 0.0654 0.1310 0.839 -0.850 0.602
H -0.1140 -0.2711 0.1169 -0.433 -1.032 0.391
H -0.7786 1.1949 0.2036 0.247 0.587 -0.751
H 0.4099 -0.5912 -3.3630 -0.149 -0.051 0.023
H -0.2799 -1.9347 -3.1346 -0.107 0.145 0.104
O -0.2877 -1.0129 -2.8438 0.166 0.104 0.046
H -0.1902 1.7921 2.8619 0.189 -0.040 0.217
H 0.4777 2.9897 2.2345 0.241 0.032 0.033
O 0.5734 2.0335 2.3235 -0.604 -0.032 -0.364
H 1.0104 -1.9319 1.5272 -0.568 0.057 -0.076
H 2.0347 -1.3533 0.6521 -0.099 0.346 -0.482
O 1.0700 -1.4070 0.7156 0.649 -0.320 0.516
```
Positions in Å, forces in eV/Å.


The following is a quantum chemistry calculation of a cluster of 4 separate species, H10NO3 in total in a non-equilibrium geometry, from the OMol25 dataset.

For the frontier orbital gap, the calculation gives 12.1 eV. The energy above the lowest of the compared OMol25 structures with the same formula, charge and spin is 1.478 eV. The value obtained for the LUMO energy is -3.348 eV. The electronic energy is -7788.20056 eV. Its total charge is +1. The value obtained for the HOMO energy is -15.484 eV.

```
14
Properties=species:S:1:pos:R:3:forces:R:3
N -0.2765 0.1220 0.9348 2.977 2.039 1.856
H -0.7023 1.0505 0.8235 -1.727 -0.179 0.022
H 0.0393 -0.0339 1.9578 -0.542 0.143 -2.263
H -0.5915 -0.7152 0.5094 -1.216 -1.172 -0.194
H 0.5163 0.4299 0.3443 0.828 -0.997 0.515
H -1.8252 2.9987 0.4966 -4.240 2.520 2.737
H -0.9840 3.2135 -0.7547 -0.302 -0.677 1.108
O -1.1631 2.6456 0.0345 4.500 -1.904 -3.674
H 1.6987 0.2962 -2.1769 -0.607 0.700 -0.006
H 2.7235 -0.6353 -1.9894 1.539 -1.383 -0.239
O 2.1567 -0.1236 -1.4484 -1.148 0.776 0.328
H -0.6361 -2.7828 -0.2996 -1.278 -0.790 -3.725
H -0.5857 -3.6571 1.0085 0.063 0.913 -0.930
O -0.3700 -2.8085 0.5596 1.153 0.012 4.467
```
Positions in Å, forces in eV/Å.


Which value of frontier orbital gap does entry 1 give? 8.4 eV